[1]
The following is a DFT calculation (ωB97M-V/def2-TZVPD) of a 3-piece molecular cluster, C3H12NO3 overall.

Computed properties:
**Energy relative to the best compared isomer or geometry (same formula, charge and spin)**: 16.6 kcal/mol
**⟨S²⟩**: 0.758
**Total charge**: +2
**LUMO (spin up / spin down)**: -10.712 / -14.588 eV
**Total energy**: -10916.594 eV
**Spin multiplicity**: 2
**Molecular weight**: 110.13 g mol⁻¹

```
19
Properties=species:S:1:pos:R:3:forces:R:3
O 0.127 -1.629 -1.194 -0.4 0.5 -0.3
C -0.913 -1.103 -0.957 0.3 -1.2 0.7
C -1.104 0.007 0.090 3.2 2.3 1.2
C -1.775 -0.461 1.342 -3.2 -2.4 -1.7
N 0.327 0.554 0.396 0.1 -0.8 0.1
H -1.854 -1.561 -1.267 -0.6 -0.2 -0.8
H -1.617 0.842 -0.423 -0.1 -0.5 0.0
H -2.624 0.211 1.514 0.4 0.2 0.6
H -1.302 -0.902 2.210 0.9 0.6 0.0
H -2.375 -1.375 0.972 0.4 1.0 0.7
H 0.277 1.302 1.091 -0.3 0.3 -0.1
H 0.740 0.932 -0.458 0.1 0.4 0.0
H 1.039 -0.183 0.848 -1.2 0.3 -0.6
H 1.616 -2.236 0.590 0.1 0.1 0.0
H 1.976 -2.034 2.027 0.0 0.5 0.3
O 1.513 -1.584 1.301 0.2 -0.9 -0.2
H 1.731 3.278 -0.885 0.3 0.5 -0.2
H 0.942 4.433 -1.521 0.0 0.1 0.0
O 1.008 3.474 -1.489 -0.2 -0.8 0.4
```
Forces are in eV/Å.

[2]
The following is a DFT calculation (ωB97M-V/def2-TZVPD) of a 3-piece molecular cluster, C3H12NO4 overall.

Computed properties:
**Energy relative to the best compared isomer or geometry (same formula, charge and spin)**: 40.0 kcal/mol
**Total charge**: +1
**LUMO**: -2.980 eV
**Total energy**: -12978.838 eV
**Molecular weight**: 126.13 g mol⁻¹

```
20
Properties=species:S:1:pos:R:3:forces:R:3
O 2.270 -1.625 -1.029 -0.1 -1.2 0.0
C 1.686 -0.444 -1.027 1.1 1.1 -1.2
C 0.432 -0.399 -0.250 -1.3 -0.1 2.6
N -0.024 1.065 0.211 -0.2 -2.2 -3.0
C -1.499 1.259 -0.269 2.0 3.2 1.6
O 2.086 0.513 -1.639 -0.1 0.4 0.1
H 2.905 -1.804 -1.764 -0.5 0.8 0.7
H 0.523 -0.956 0.722 -0.1 0.4 -1.2
H -0.393 -0.855 -0.828 0.4 0.4 0.3
H 0.089 1.128 1.207 0.1 0.0 0.7
H 0.586 1.743 -0.287 -0.3 -0.4 0.4
H -1.642 2.396 -0.048 -0.2 -2.0 -1.1
H -2.161 0.702 0.389 0.3 0.0 -0.3
H -1.439 0.947 -1.321 -0.5 0.6 0.5
H -2.927 -0.400 -1.091 -0.6 -0.1 -0.4
H -3.100 -1.912 -0.642 1.5 2.5 0.4
O -2.561 -1.039 -0.485 -1.6 -3.5 -0.3
H 1.574 -0.496 3.360 -0.3 -0.4 0.5
H 2.182 0.391 2.333 -0.7 -0.6 -0.1
O 1.415 -0.214 2.459 1.1 1.2 -0.2
```
Forces are in eV/Å.

[3]
The following is a DFT calculation (ωB97M-V/def2-TZVPD) of a 2-piece molecular cluster, C3H12NOS overall.

Computed properties:
**Energy relative to the best compared isomer or geometry (same formula, charge and spin)**: 22.9 kcal/mol
**Total charge**: +1
**LUMO**: -3.453 eV
**Total energy**: -17671.459 eV
**Molecular weight**: 110.20 g mol⁻¹

```
18
Properties=species:S:1:pos:R:3:forces:R:3
C -0.852 0.430 1.476 -0.7 -0.1 0.1
C -2.024 -0.037 0.627 -0.5 0.1 -0.1
S -3.601 0.248 1.516 0.2 0.3 0.1
N 0.385 0.421 0.647 0.4 -0.4 -0.1
H -0.661 -0.217 2.330 -0.1 0.1 0.1
H -1.035 1.453 1.804 0.1 0.0 0.1
H -2.029 -1.100 0.399 0.6 0.0 -0.1
H -1.997 0.554 -0.293 -0.2 -0.2 0.0
H -4.413 0.071 0.462 0.2 0.0 0.0
H 1.202 0.757 1.155 0.0 0.3 0.0
H 0.319 0.916 -0.250 0.0 0.1 0.0
H 0.619 -0.533 0.370 -0.1 -0.1 -0.1
C 2.592 -0.649 -1.486 0.0 0.2 0.2
O 1.395 0.047 -1.874 0.2 -0.3 -0.1
H 3.429 0.043 -1.394 0.1 0.0 -0.1
H 2.411 -1.082 -0.502 0.1 -0.1 0.0
H 2.848 -1.469 -2.154 -0.1 0.1 -0.1
H 1.412 0.145 -2.833 -0.1 0.1 0.1
```
Forces are in eV/Å.

[4]
The following is a DFT calculation (ωB97M-V/def2-TZVPD) of a 2-piece molecular cluster, C3H12NOS2 overall.

Computed properties:
**Energy relative to the best compared isomer or geometry (same formula, charge and spin)**: 11.9 kcal/mol
**Total charge**: +1
**LUMO**: -3.164 eV
**Total energy**: -28507.439 eV
**Molecular weight**: 142.27 g mol⁻¹

```
19
Properties=species:S:1:pos:R:3:forces:R:3
N -0.535 -0.768 0.905 -2.0 0.7 1.1
C -0.477 0.734 0.618 1.2 -0.4 0.4
C -0.466 0.982 -0.867 -1.0 0.0 -0.3
C 0.787 1.242 1.300 0.6 0.1 0.2
S 2.354 0.272 1.263 -0.2 0.3 0.8
S 2.474 -0.762 -0.442 0.2 -0.6 -0.9
H -0.838 -0.842 1.882 0.7 -0.3 0.0
H -1.329 -1.175 0.406 0.3 -0.3 -0.8
H 0.318 -1.298 0.739 0.1 0.1 -0.1
H -1.315 1.166 1.172 -0.2 -0.1 -0.5
H -1.390 0.625 -1.335 0.2 -0.3 0.1
H -0.523 2.053 -1.064 0.6 0.0 0.1
H 0.411 0.486 -1.295 -0.3 0.5 -0.2
H 1.071 2.212 0.928 -0.3 0.4 -0.2
H 0.636 1.352 2.375 0.0 0.0 0.1
H 2.941 0.141 -1.333 0.0 0.1 0.2
H -0.723 -1.810 -1.930 0.0 0.6 0.3
H -1.833 -2.719 -1.879 -0.7 0.2 0.6
O -1.561 -1.892 -1.442 0.7 -0.9 -0.9
```
Forces are in eV/Å.

[5]
The following is a DFT calculation (ωB97M-V/def2-TZVPD) of a 2-piece molecular cluster, C3H12NOSi overall.

Computed properties:
**Energy relative to the best compared isomer or geometry (same formula, charge and spin)**: 48.2 kcal/mol
**Total charge**: +1
**LUMO**: -3.587 eV
**Total energy**: -14712.672 eV
**Molecular weight**: 106.22 g mol⁻¹

```
18
Properties=species:S:1:pos:R:3:forces:R:3
C 1.553 -1.374 -1.301 1.2 0.9 -2.7
C 1.734 1.520 0.382 -1.2 1.1 -0.3
C -1.765 -0.309 0.025 3.3 1.7 0.6
N -1.950 0.771 1.168 2.3 0.6 0.5
O 1.000 -1.204 1.272 0.9 1.5 1.4
Si 1.111 -0.165 0.075 -2.0 -2.9 -1.2
H 2.631 -1.480 -1.624 -0.6 0.3 1.1
H 1.244 -2.340 -0.946 -0.2 -0.3 0.2
H 1.182 -1.271 -2.365 -0.4 0.3 1.4
H 2.481 1.691 -0.384 -0.1 0.3 -0.5
H 0.838 2.212 0.208 1.4 -0.6 0.1
H 2.247 1.805 1.297 -0.4 -0.4 0.4
H -2.008 -1.345 0.248 -0.2 0.4 0.7
H -2.236 0.089 -0.837 -0.5 0.2 -0.6
H -1.532 1.742 0.860 -1.4 -2.4 0.3
H -1.267 0.557 2.020 -2.4 0.2 -1.9
H -2.946 0.921 1.416 0.8 -0.1 0.5
H 0.616 -1.971 1.646 -0.5 -0.8 0.1
```
Forces are in eV/Å.

[6]
The following is a DFT calculation (ωB97M-V/def2-TZVPD) of a 3-piece molecular cluster, C3H12O2S overall.

Computed properties:
**Energy relative to the best compared isomer or geometry (same formula, charge and spin)**: 15.5 kcal/mol
**SMILES**: CCSC.O.O
**Total charge**: 0
**LUMO**: 0.262 eV
**Total energy**: -18235.409 eV
**Molecular weight**: 112.19 g mol⁻¹

```
18
Properties=species:S:1:pos:R:3:forces:R:3
C 2.929 0.331 0.018 -1.4 0.6 1.0
C 1.998 1.186 0.924 0.6 -0.7 0.5
S 1.252 0.226 2.313 0.7 0.3 -0.6
C 0.061 -0.658 1.300 -0.8 0.3 0.0
H 2.910 0.946 -0.875 0.8 -0.6 -0.6
H 3.901 0.176 0.476 0.2 0.2 -0.2
H 2.467 -0.649 -0.097 0.1 0.1 -0.5
H 2.600 1.985 1.347 -0.1 0.1 0.3
H 1.231 1.668 0.320 -0.3 -0.2 0.1
H 0.430 -1.003 0.338 0.3 0.1 0.0
H -0.748 0.057 1.130 -0.1 -0.4 -0.2
H -0.334 -1.535 1.806 0.1 0.1 0.3
O -5.284 -1.988 -0.731 0.5 0.4 0.4
H -4.959 -1.686 -1.581 -0.1 -0.1 -0.3
H -4.657 -1.559 -0.126 -0.4 -0.3 0.0
O -1.206 0.685 -1.835 0.2 0.0 -0.1
H -2.027 1.057 -2.173 0.1 0.0 -0.1
H -0.565 0.764 -2.554 -0.2 0.0 0.2
```
Forces are in eV/Å.